Entry from the Open Molecules 2025 dataset: C22H29BaN8O2 as an isolated structure (the ωB97M-V functional and the def2-TZVPD basis).

Structure (XYZ):
```
62
Properties=species:S:1:pos:R:3
Ba 0.0847 0.2893 -0.2614
N 2.5647 -1.1076 0.3276
C 2.1582 -2.5035 0.5427
C 1.6304 -3.1109 -0.7485
N 0.3507 -2.5187 -1.1991
C 0.2631 -2.5516 -2.6714
C 1.1577 -1.5421 -3.3772
N 0.7067 -0.1540 -3.1717
C -0.7520 -3.3169 -0.6231
C -2.0878 -2.5972 -0.5266
N -2.0103 -1.4893 0.4297
H 3.4307 -1.0715 -0.1984
H 2.7417 -0.6417 1.2138
H 1.3959 -2.5104 1.3262
H 2.9840 -3.1376 0.8807
H 1.5325 -4.1956 -0.6181
H 2.3836 -2.9652 -1.5240
H -0.7744 -2.3615 -2.9585
H 0.5182 -3.5518 -3.0485
H 1.2032 -1.8244 -4.4331
H 2.1755 -1.6093 -2.9921
H -0.1782 -0.0096 -3.6504
H 1.3701 0.4746 -3.6120
H -0.4560 -3.6134 0.3863
H -0.9027 -4.2431 -1.1941
H -2.8398 -3.3493 -0.2685
H -2.3794 -2.1824 -1.4947
H -1.7996 -1.8189 1.3678
H -2.8946 -0.9975 0.4963
O -1.0231 1.3426 1.8507
C 0.1426 1.2962 2.3191
O 1.1798 1.6072 1.6763
C 0.3485 0.5552 3.6152
C 0.3978 1.1489 4.8647
C 0.6159 0.3353 5.9638
C 0.7747 -1.0287 5.7707
C 0.7078 -1.5250 4.4802
N 0.4986 -0.7572 3.4091
H 0.2720 2.2180 4.9661
H 0.6638 0.7603 6.9579
H 0.9485 -1.6972 6.6021
H 0.8290 -2.5868 4.2942
N -3.9571 8.6167 -7.3606
C -3.7545 7.7919 -6.5879
C -3.5010 6.7561 -5.6191
C -3.9781 6.8819 -4.3183
C -3.7301 5.8854 -3.3916
C -3.0160 4.7581 -3.7717
C -2.5429 4.6214 -5.0693
C -2.7797 5.6254 -5.9908
N -2.7700 3.7305 -2.8167
C -3.5753 3.3920 -1.7503
C -2.9513 2.3637 -1.1226
N -1.7700 2.0603 -1.7691
C -1.6996 2.9006 -2.7758
H -4.5320 7.7647 -4.0312
H -4.0701 6.0003 -2.3718
H -2.0193 3.7260 -5.3748
H -2.4201 5.5284 -7.0057
H -4.5124 3.8813 -1.5566
H -3.2568 1.8366 -0.2339
H -0.8814 2.9780 -3.4733
```

Values from the calculation:
total charge	+1
HOMO	-11.4908	eV
orbital gap	9.16	eV
spin multiplicity	1
largest force on an atom	0.74	eV Å⁻¹
LUMO energy	-2.3	eV
ΔE to the lowest compared entry with this formula, charge and spin	3.7	kcal/mol



Entry from the Open Molecules 2025 dataset: C22H29GeIIrN4O2 as an isolated structure (the ωB97M-V functional and the def2-TZVPD basis).

Structure (XYZ):
```
60
Properties=species:S:1:pos:R:3
Ir -1.1064 -1.1726 0.4476
C -1.1620 -2.3569 -4.0834
C -0.2794 -1.2222 -3.6690
N 0.3428 -0.5293 -4.5825
C 1.1468 0.4970 -4.2193
C 1.3663 0.8631 -2.9243
C 2.3021 2.0033 -2.6134
O 3.4306 1.5962 -1.8384
C 0.6991 0.1324 -1.8945
C 0.9880 0.4779 -0.5390
N 0.4577 0.0068 0.5485
C 1.0017 0.4335 1.8032
C 2.3361 0.8303 1.9040
C 2.8385 1.3108 3.1013
C 2.0303 1.3918 4.2260
C 0.7182 0.9525 4.1574
C 0.2270 0.4695 2.9569
I -1.6605 -0.4051 2.9005
C -0.1495 -0.9194 -2.2717
O -0.8262 -1.6650 -1.4442
H -1.1642 -2.4293 -5.1671
H -2.1809 -2.2077 -3.7224
H -0.8108 -3.2995 -3.6588
H 1.6262 1.0309 -5.0312
H 1.8024 2.7724 -2.0213
H 2.6177 2.4719 -3.5473
H 3.9962 1.0446 -2.3894
H 1.7601 1.2223 -0.4035
H 2.9916 0.7527 1.0468
H 3.8745 1.6161 3.1542
H 2.4229 1.7698 5.1596
H 0.0883 0.9711 5.0368
C 1.2272 -2.7969 3.2560
C 1.0873 -3.3394 1.8775
N 0.3009 -2.9357 0.8898
C 0.5396 -3.7963 -0.1718
C 1.4743 -4.7083 0.1790
N 1.8117 -4.4037 1.4743
H 0.2832 -2.3949 3.6052
H 1.9831 -2.0108 3.3031
H 1.5205 -3.5927 3.9401
H 0.0191 -3.6904 -1.1052
H 1.9120 -5.5302 -0.3577
H 2.4656 -4.9053 2.0512
C -1.0768 3.0194 0.0974
Ge -2.7869 2.0549 0.1101
C -3.8711 2.7164 -1.3724
C -3.7485 2.4170 1.7774
C -2.5281 0.1253 -0.2503
H -1.2509 4.0933 0.1760
H -0.5590 2.8363 -0.8453
H -0.4313 2.7271 0.9263
H -4.0530 3.7862 -1.2656
H -4.8356 2.2081 -1.3953
H -3.3731 2.5461 -2.3276
H -4.3064 3.3475 1.6677
H -3.0836 2.5205 2.6343
H -4.4653 1.6219 1.9888
H -2.5170 0.0546 -1.3439
H -3.4634 -0.3799 0.0590
```

Values from the calculation:
total charge	+1
HOMO	-10.9352	eV
orbital gap	7.26	eV
spin multiplicity	1
largest force on an atom	0.12	eV Å⁻¹
LUMO energy	-3.7	eV
ΔE to the lowest compared entry with this formula, charge and spin	1.0	kcal/mol



Entry from the Open Molecules 2025 dataset: C22H29I2MnN2O2S2Sb2 as an isolated structure (the ωB97M-V functional and the def2-TZVPD basis).

Structure (XYZ):
```
62
Properties=species:S:1:pos:R:3
Mn -0.5732 -0.5123 -1.4151
C -2.1275 2.2991 1.0610
Sb -1.7498 1.8754 -0.9833
C -3.5697 2.3808 -1.9519
C -0.4437 3.4917 -1.5789
C 0.1391 4.1512 -0.3683
C -0.4948 5.2707 0.1648
C -0.0381 5.8664 1.3308
C 1.0650 5.3390 1.9859
C 1.7166 4.2378 1.4516
C 1.2730 3.6380 0.2747
C 2.0904 2.5297 -0.3149
Sb 1.4608 0.4930 -0.0328
C 1.3522 0.1983 2.0604
C 3.2012 -0.5512 -0.6302
H -1.8495 3.3358 1.2466
H -1.5356 1.6457 1.6995
H -3.1858 2.1620 1.2723
H -3.9669 3.2777 -1.4795
H -4.2942 1.5729 -1.8794
H -3.3675 2.5892 -3.0015
H -1.0797 4.1743 -2.1419
H 0.2977 3.0793 -2.2619
H -1.3516 5.6915 -0.3495
H -0.5354 6.7446 1.7195
H 1.4347 5.7993 2.8916
H 2.6090 3.8611 1.9380
H 3.0775 2.4977 0.1507
H 2.2457 2.6229 -1.3906
H 2.3653 0.2649 2.4548
H 0.9439 -0.7869 2.2774
H 0.7342 0.9743 2.5075
H 4.0640 -0.0105 -0.2434
H 3.2540 -0.5943 -1.7155
H 3.1879 -1.5579 -0.2170
O 2.5575 -3.4265 -2.7979
C 2.4683 -4.1946 -1.7236
C 3.3810 -5.2488 -1.6073
C 3.3121 -6.0868 -0.5233
C 2.3384 -5.9194 0.4891
C 1.4419 -4.8948 0.3963
C 1.4839 -3.9919 -0.7076
C 0.5697 -2.9189 -0.7925
O 0.5963 -2.0131 -1.7085
N -0.4396 -2.8019 0.1391
N -1.1121 -1.7086 -0.0535
C -2.2730 -1.7452 0.7722
S -2.3805 -2.8569 2.0215
C -3.9196 -2.1509 2.6914
C -4.7257 -1.5982 1.5347
S -3.5588 -0.7242 0.4334
H 1.8444 -2.7658 -2.8087
H 4.1177 -5.3865 -2.3865
H 4.0179 -6.9040 -0.4465
H 2.3113 -6.6056 1.3229
H 0.6882 -4.7487 1.1559
H -3.6356 -1.3854 3.4146
H -4.4524 -2.9487 3.2083
H -5.4819 -0.8841 1.8572
H -5.1939 -2.3755 0.9293
I -0.8851 -0.0189 -3.9686
I 0.5806 -1.7475 -5.3726
```

Values from the calculation:
total charge	+3
HOMO (alpha / beta)	-15.9629 / -15.9626	eV
orbital gap (alpha / beta)	4.25 / 4.30	eV
spin multiplicity	2
largest force on an atom	0.61	eV Å⁻¹
LUMO energy (alpha / beta)	-11.7 / -11.7	eV



Entry from the Open Molecules 2025 dataset: C22H29MnN3O10P2S as an isolated structure (the ωB97M-V functional and the def2-TZVPD basis).

Structure (XYZ):
```
68
Properties=species:S:1:pos:R:3
Mn 0.8321 -1.4089 -0.2704
N 4.3988 -2.3549 2.8352
C 3.4060 -2.6281 1.7275
C 3.1765 -4.1096 1.5068
P 4.0085 -1.6426 0.2757
O 5.1664 -2.5804 -0.3503
O 4.6465 -0.4695 0.9386
O 2.9168 -1.5358 -0.7541
P 1.8346 -1.8183 2.3564
O 1.8843 -0.3160 1.7293
O 2.0432 -1.7791 3.8313
O 0.6278 -2.4012 1.6903
H 5.0689 -3.1052 2.9752
H 3.7959 -2.1789 3.6832
H 4.8792 -1.4782 2.5353
H 4.1026 -4.6226 1.2408
H 2.4630 -4.2341 0.6926
H 2.7437 -4.5735 2.3957
H 4.8673 -2.9949 -1.1722
H 2.5715 0.2754 2.0635
O 0.6195 0.6916 -0.8045
S 0.5432 1.8300 0.1705
C 2.0642 2.7646 -0.1284
C 2.6430 3.4792 0.9071
C 3.8419 4.1407 0.6858
C 4.4488 4.0764 -0.5591
C 3.8648 3.3454 -1.5864
C 2.6706 2.6788 -1.3705
C -0.6051 2.9963 -0.5784
C -0.9399 2.8814 -1.9143
C -1.8585 3.7664 -2.4553
C -2.4393 4.7416 -1.6555
C -2.1095 4.8318 -0.3103
C -1.1906 3.9501 0.2366
H 2.1629 3.5180 1.8787
H 4.3101 4.6944 1.4890
H 5.3894 4.5843 -0.7276
H 4.3450 3.2879 -2.5543
H 2.2155 2.0712 -2.1421
H -0.5004 2.0904 -2.5093
H -2.1342 3.6875 -3.4987
H -3.1636 5.4253 -2.0790
H -2.5818 5.5769 0.3159
H -0.9385 4.0012 1.2897
C -4.0138 -1.8977 2.1362
C -4.6808 -1.2563 0.9209
C -3.8532 -1.4117 -0.3624
C -4.5913 -0.7006 -1.5310
C -3.9521 -0.8938 -2.9064
C -3.7514 -2.8836 -0.7185
O -4.6908 -3.6440 -0.6761
N -2.5147 -3.3197 -1.1535
C -1.3581 -2.5822 -1.0339
O -0.2588 -3.0803 -1.3601
N -1.3733 -1.3416 -0.5649
C -2.5077 -0.6936 -0.1834
O -2.4791 0.4391 0.2618
H -4.6155 -1.7288 3.0292
H -3.0237 -1.4716 2.3089
H -3.9100 -2.9758 2.0007
H -4.8174 -0.1890 1.0936
H -5.6558 -1.7145 0.7523
H -4.6113 0.3615 -1.2825
H -5.6185 -1.0698 -1.5494
H -2.9032 -0.5903 -2.8994
H -4.4742 -0.2918 -3.6502
H -4.0106 -1.9342 -3.2284
H -2.4256 -4.2849 -1.4335
```

Values from the calculation:
HOMO (alpha / beta)	-8.9622 / -8.7914	eV
orbital gap (alpha / beta)	9.25 / 9.08	eV
spin multiplicity	2
largest force on an atom	1.19	eV Å⁻¹
LUMO energy (alpha / beta)	0.3 / 0.3	eV